The following is a quantum chemistry calculation of a molecular structure, H7Na3O4 at a distorted geometry, from the OMol25 dataset.

## Properties
- HOMO-LUMO gap: 8.426 eV
- Relative energy (zero: lowest compared OMol25 entry of this formula, charge and spin): 1135.81 kJ/mol
- Calculated total energy: -791.15084 a.u.

Structure (ORCA input):
```
! wB97M-V def2-TZVPD RIJCOSX def2/J DEFGRID3
* xyz 2 1
Na 1.0798 -1.5536 1.3377
Na -0.4715 0.6079 1.7020
Na 1.9891 0.7880 1.3441
O 0.5322 -0.0821 0.4999
H 0.8567 0.0519 -0.4118
O -0.3192 1.4804 -1.0265
H 0.2069 0.8970 -0.4795
H -0.7209 2.0913 -0.4087
O -1.5903 -0.1238 0.1395
H -2.0020 0.4979 -0.4607
H -0.6585 -0.0839 -0.0757
O 0.4690 -1.5926 -1.0904
H 0.0563 -2.1983 -0.4748
H 0.5724 -0.7801 -0.5949
*
```

---

The following is a quantum chemistry calculation of 4 unconnected molecules or ions with the total composition H7O3S, from the OMol25 dataset.

## Properties
- HOMO-LUMO gap: 7.599 eV
- Relative energy (zero: lowest compared OMol25 entry of this formula, charge and spin): 38.81 kJ/mol
- Calculated total energy: -628.16445 a.u.

Structure (ORCA input):
```
! wB97M-V def2-TZVPD RIJCOSX def2/J DEFGRID3
* xyz -1 1
S 0.1152 2.0686 1.3790
H -0.2042 1.3460 2.4697
H 1.3090 -1.1517 -2.2117
H 0.0681 -0.2742 -2.1482
O 0.6194 -0.7755 -2.7511
H 0.8271 -1.1759 1.3965
H 1.5397 -0.0437 0.9137
O 1.6001 -1.0141 0.8352
H -1.6475 0.9431 0.4564
H -1.8684 -0.2873 -0.4251
O -2.3585 0.3644 0.0856
*
```

---

The following is a quantum chemistry calculation of 40 unconnected molecules or ions with the total composition H80O40 at a distorted geometry, from the OMol25 dataset.

## Properties
- ⟨S²⟩: 0.751
- HOMO-LUMO gap (alpha / beta): 2.308 / 9.870 eV
- Relative energy (zero: lowest compared OMol25 entry of this formula, charge and spin): 161.17 kJ/mol
- Calculated total energy: -3057.49117 a.u.

Structure (ORCA input):
```
! wB97M-V def2-TZVPD RIJCOSX def2/J DEFGRID3
* xyz -1 2
H 1.8287 3.1608 2.4697
H 3.0769 3.1704 1.6115
O 2.1342 2.7972 1.6269
H -0.9602 4.5679 4.6909
H -1.1172 3.7865 3.4616
O -0.7716 4.5927 3.8179
H 4.1682 -1.5512 1.1339
H 2.5866 -1.3211 0.9740
O 3.4427 -1.3823 0.5181
H -1.1322 -4.9046 -0.5769
H 0.0630 -5.2837 0.3916
O -0.6594 -4.6486 0.2435
H 0.8505 6.0293 0.9448
H 1.1473 5.1738 2.0651
O 1.6472 5.6863 1.4037
H 1.5715 -5.4425 -1.9134
O 1.4608 -4.5677 -2.2358
H -6.0580 -0.3664 -0.8584
O -6.4217 -1.2755 -0.6977
H 2.9240 -3.1699 0.1077
H 1.9276 -3.4805 1.2183
O 2.3354 -3.8871 0.4304
H 0.3921 -1.9929 -5.0183
H 1.7168 -1.5962 -5.5696
O 1.2615 -1.6623 -4.7195
H 4.0110 -4.1382 1.1380
H 5.2319 -3.4137 0.3641
O 4.9277 -4.1911 0.8511
H 0.0171 2.6366 2.3921
H 0.6858 1.3376 2.8802
O 0.1585 2.1134 3.2165
H -3.2960 0.5940 0.1336
O -3.9483 -0.1074 -0.0612
H 5.9034 -2.1034 -1.6119
H 4.3882 -1.9202 -2.0350
O 5.0071 -2.1261 -1.3567
H 1.2844 -1.3981 2.5889
H 1.6555 -0.6949 3.8916
O 1.8560 -0.7252 2.9466
H -1.0414 0.4406 -1.7899
H -1.1853 1.9446 -2.2447
O -1.0267 1.3307 -1.5400
H -0.4579 -3.5299 -3.3206
H -1.6076 -2.6946 -2.8644
O -1.4418 -3.5243 -3.3200
H -0.0448 -3.4790 1.2124
H 0.3164 -4.1555 2.4990
O 0.3312 -3.2558 2.1034
H -1.9453 5.5970 -3.1789
H -2.6660 4.5307 -3.7849
O -2.0451 5.2196 -4.0804
H -2.2245 -2.7162 1.1156
O -2.8615 -2.8841 0.3994
H -0.7695 5.0136 -0.4918
H 0.1467 5.2327 -1.6049
O -0.1719 5.7007 -0.8220
H -0.0757 -0.1437 -4.4768
O -0.7853 0.3261 -3.9833
H -0.1939 0.7563 0.8068
H 0.4436 -0.3108 0.0193
O 0.6349 0.2973 0.7428
H 3.6383 1.9123 -3.7919
H 3.9476 1.6485 -2.3358
O 4.4060 1.7092 -3.2179
H 3.4710 0.2656 -0.4289
H 2.3614 1.0151 0.3831
O 3.1290 1.1337 -0.1959
H 0.5469 -5.7345 3.5275
H 1.5756 -4.5928 4.0736
O 0.7740 -5.0480 4.1680
H -0.9998 -3.0679 5.2012
H 0.3672 -2.4604 5.5076
O -0.4228 -2.3382 4.9688
H 5.0257 4.5730 0.9009
H 3.4975 5.1124 1.1701
O 4.3114 4.6766 1.5257
H 1.5247 2.1441 -1.2179
H 2.6996 3.1335 -1.0244
O 1.9663 2.9091 -1.6115
H -4.7561 -3.1974 3.0614
H -3.5355 -3.6287 2.3342
O -4.0004 -3.7965 3.1408
H -0.7827 -1.6633 2.8739
H -1.4166 -0.2109 2.9032
O -1.1694 -0.9606 2.3192
H -1.8302 -1.7244 -0.9431
H -2.7141 -0.5518 -1.6138
O -2.1033 -1.2784 -1.7887
H -3.5432 -1.4017 -3.0565
O -3.4817 -1.2015 -3.9549
H -2.0049 1.8679 5.5994
H -2.2586 2.5983 4.2259
O -2.6737 2.3594 5.1309
H -3.1615 -3.7482 0.6481
H 1.7528 -4.1239 -1.4105
H -1.4319 -0.3283 -3.7511
H -5.5735 -1.7339 -0.6529
H -3.4533 -0.9259 -0.0372
H -3.6342 -2.0171 -4.4693
O 3.4291 -3.5273 -4.1967
H 2.5152 -3.3390 -4.4428
H 3.5281 -3.5921 -3.2484
O -3.5554 3.7851 3.2028
H -4.2749 4.2210 3.6006
H -3.2126 4.6487 2.8537
O 1.2671 -1.3679 -1.2204
H 0.7212 -1.8527 -1.8394
H 2.1535 -1.4201 -1.5712
O 0.2554 4.2219 -2.7887
H 0.6879 3.3796 -3.0345
H -0.0879 4.2789 -3.6918
O -0.2563 2.8234 0.6233
H -0.3571 2.0492 -0.0519
H 0.5484 3.0698 0.1639
O -3.5031 1.3604 -2.2067
H -3.9731 1.6177 -3.0565
H -3.9782 1.7988 -1.4684
O -2.9225 2.6940 0.3907
H -3.6362 2.7296 1.0000
H -2.0224 3.1051 0.5670
*
```

---

The following is a quantum chemistry calculation of 40 unconnected molecules or ions with the total composition H80O40 at a distorted geometry, from the OMol25 dataset.

## Properties
- HOMO-LUMO gap: 9.563 eV
- Relative energy (zero: lowest compared OMol25 entry of this formula, charge and spin): 1207.70 kJ/mol
- Calculated total energy: -3057.29735 a.u.

Structure (ORCA input):
```
! wB97M-V def2-TZVPD RIJCOSX def2/J DEFGRID3
* xyz 0 1
H -4.1535 1.2883 3.5638
H -4.2876 0.2807 2.2918
O -3.9131 0.4487 3.1689
H -1.6440 -3.3577 -5.0616
H -3.0153 -2.9172 -4.2485
O -2.0971 -2.7740 -4.5048
H 3.4007 -3.4637 0.2199
H 3.6474 -2.8467 1.6606
O 4.0454 -3.3527 0.9827
H 0.7766 -0.4924 -4.2570
H 1.5335 -1.5597 -3.4548
O 0.8895 -0.8255 -3.3364
H -3.2968 1.5145 -4.3052
H -4.6406 0.9985 -4.9891
O -3.8718 1.4881 -5.1813
H -3.5811 -2.1890 1.3686
O -4.0360 -1.5714 0.7992
H -4.9398 -0.9181 -2.3194
O -4.8342 -0.7649 -3.2508
H -2.5210 0.8169 -1.9956
H -1.5753 -0.1604 -1.5422
O -2.4586 -0.1266 -1.8768
H -0.1829 3.3163 5.5375
H -1.3627 2.4265 5.0283
O -0.9897 2.9032 5.7689
H -3.7955 0.6908 -0.3897
H -4.9280 -0.1174 0.0095
O -4.6594 0.3468 -0.8081
H -0.0926 -1.9765 -4.6512
H 0.4232 -1.6410 -6.3418
O 0.5416 -2.1493 -5.4949
H -1.8735 -0.5901 -5.3657
O -1.6073 0.2640 -5.6311
H -1.9740 1.7976 2.8828
H -2.9214 3.0518 3.1733
O -2.3263 2.5976 2.6344
H -3.0225 0.2002 6.2188
H -2.8765 -0.6332 4.8804
O -2.4604 -0.3533 5.7313
H 3.9454 -0.2124 -2.7889
H 4.5848 -1.2593 -2.0756
O 4.2378 -1.1951 -2.9969
H -4.5622 4.1207 0.6442
H -5.8281 3.4534 -0.0858
O -5.3377 4.2614 0.1455
H -1.3093 1.5000 -4.1343
H 0.0323 1.5529 -4.5221
O -0.5394 2.1265 -3.9783
H -1.0083 -0.5471 4.4600
H -0.7410 -1.0138 3.1838
O -0.6329 -0.1829 3.6594
H 2.7630 0.6198 0.3663
O 3.7361 0.9081 0.3622
H 2.2909 4.9619 -2.9030
H 2.4442 4.1916 -1.3617
O 1.8910 4.7388 -1.9693
H 3.9753 1.2852 -4.3269
O 3.1233 1.5028 -4.6627
H -0.1493 -2.7455 4.1946
H 0.9968 -1.7878 4.2345
O 0.7258 -2.6499 3.8356
H 2.2521 3.6171 -4.4033
H 3.4992 3.5360 -3.7533
O 2.9075 4.2472 -4.2958
H 4.7343 -0.9535 2.0234
H 5.9733 -0.7689 3.0334
O 5.0224 -0.5773 2.8880
H -1.1788 3.3690 -2.4989
H -0.4765 4.8745 -2.6414
O -1.0397 4.2307 -2.1995
H 0.1246 3.0591 -0.8148
H 0.7857 2.6688 0.6575
O 0.8499 2.4319 -0.2508
H -1.5100 -4.7603 4.2393
H 0.1201 -4.9780 4.5482
O -0.6611 -5.0881 4.0584
H 3.5571 -0.2146 4.6603
H 2.8519 -1.5317 4.6792
O 2.6423 -0.5525 4.8163
H 2.4842 -4.3952 3.4717
H 2.7799 -5.1666 2.1969
O 2.7493 -5.2066 3.1118
H -0.5203 5.8829 0.5735
H 0.8184 6.1853 -0.0852
O 0.3479 6.2219 0.7784
H -0.6835 1.1953 0.9562
H -1.6685 2.2226 0.2994
O -1.4290 1.2624 0.3638
H 0.2916 -1.4684 1.0525
O -0.3681 -1.8807 1.5736
H -0.1099 -4.7575 0.7071
H -0.4187 -5.7674 2.1209
O -0.6046 -5.0955 1.4153
H 4.1018 1.2003 1.1764
H -3.5234 -1.7532 -0.0521
H 2.5665 1.0260 -4.0150
H -3.9711 -1.1665 -3.4166
H -2.3740 0.5009 -6.3295
H -0.1021 -2.8413 1.4740
O 3.1729 2.7793 4.4898
H 2.8366 3.7295 4.2590
H 3.7362 2.5697 3.6816
O 3.1808 1.3500 -2.1874
H 2.2486 1.5020 -1.8860
H 3.8728 1.6093 -1.5275
O 2.5392 -2.8167 -3.7334
H 3.4628 -3.0687 -3.4558
H 2.7332 -2.3436 -4.5264
O 0.9910 2.1288 3.0026
H 0.9356 1.3210 3.4906
H 1.6903 2.5469 3.4591
O -1.5192 -2.8028 4.9233
H -1.9761 -3.0625 4.1683
H -1.8329 -2.0938 5.5951
O -0.3899 -4.2097 -1.4756
H 0.2104 -3.4063 -1.6888
H 0.0058 -4.7933 -2.1818
O 1.0262 -1.1726 -0.6265
H 1.7311 -0.5473 -0.6111
H 0.5664 -1.3062 -1.4835
*
```

---

The following is a quantum chemistry calculation of 40 unconnected molecules or ions with the total composition H80O40 at a distorted geometry, from the OMol25 dataset.

## Properties
- HOMO-LUMO gap: 9.866 eV
- Relative energy (zero: lowest compared OMol25 entry of this formula, charge and spin): 1035.49 kJ/mol
- Calculated total energy: -3057.36294 a.u.

Structure (ORCA input):
```
! wB97M-V def2-TZVPD RIJCOSX def2/J DEFGRID3
* xyz 0 1
H -3.1626 3.1817 3.5901
H -2.2739 4.5120 3.3948
O -2.7150 3.7932 3.0015
H -4.9467 -2.8036 -2.0915
H -5.0125 -1.1453 -2.2152
O -4.8266 -1.9397 -2.7011
H -0.4539 -1.4045 -3.6845
H -0.6012 -2.9437 -4.0459
O -0.1209 -2.3016 -3.4907
H 1.1562 -4.0426 -3.4528
H 1.4163 -3.6082 -4.9050
O 1.8311 -3.9654 -4.1308
H 0.9506 0.8666 -5.5463
H 0.0449 0.1847 -6.4824
O 0.7165 0.8556 -6.4912
H -3.6567 -2.5790 2.8466
O -4.5114 -2.7662 3.2086
H 3.5492 1.1234 5.5036
O 3.1187 1.0960 4.6177
H 0.7188 5.2273 1.4355
H -0.3411 6.2674 0.9651
O 0.0393 5.7842 1.7178
H 2.3520 -6.1545 2.2886
H 1.2107 -6.0278 1.1678
O 2.0082 -6.4781 1.4560
H 3.4819 -2.6073 1.6085
H 4.7304 -1.9383 1.3426
O 4.3773 -2.6150 1.9351
H 2.7906 2.5992 2.7331
H 1.7922 3.4687 1.9863
O 2.6138 2.9432 1.8145
H 0.1336 -1.9430 0.6627
O -0.5970 -2.6286 0.7055
H -2.3722 0.9341 -4.8831
H -2.1176 1.4997 -3.3840
O -2.0262 0.8334 -4.0322
H -5.8860 2.4557 0.7315
H -5.4613 2.4844 2.0858
O -5.3150 1.9469 1.2685
H 0.1467 3.6444 -1.3149
H 1.4037 2.8249 -1.5148
O 0.7878 3.0440 -0.8438
H 2.9254 1.2928 1.2580
H 3.9994 0.0634 1.1606
O 3.3682 0.4625 1.8148
H -0.6612 -0.0095 3.5101
H -1.4327 -1.1735 2.9161
O -1.3388 -0.2267 2.8081
H -1.2990 -3.2667 1.9189
H -1.5416 -3.2118 3.6336
O -1.8224 -2.9295 2.7376
H 2.3459 -0.2193 3.4673
O 1.4559 -0.6480 3.3954
H -0.7346 1.4462 0.1483
H -0.6107 0.0754 1.0002
O -0.9121 0.4647 0.1898
H -3.7619 1.6285 5.3735
O -2.9738 2.1814 5.2726
H -0.3588 3.6374 4.1979
H -0.1854 2.2551 3.9906
O 0.4454 3.0526 4.0076
H 3.1471 -1.3639 -1.6312
H 1.6209 -1.0972 -2.2706
O 2.1949 -1.5802 -1.6340
H 2.9161 1.2810 -1.0148
H 2.3523 0.0441 -0.1664
O 2.1037 0.8914 -0.6360
H -2.6067 -2.3831 -4.8472
H -3.4277 -3.0960 -3.7916
O -2.8634 -3.2087 -4.5042
H 2.6584 1.7494 -3.5577
H 2.0775 2.9354 -4.0151
O 2.1526 2.4469 -3.1721
H 2.0280 -1.4750 0.2060
H 1.4293 -1.2334 1.8580
O 1.7344 -1.8544 1.0568
H -4.9123 0.1372 4.3430
H -4.6616 1.1673 3.2428
O -5.2681 0.8879 3.9100
H -2.7441 -4.3476 0.9595
H -4.2781 -4.5253 0.8797
O -3.4935 -4.4137 0.3800
H 4.7343 1.3049 -0.1400
H 5.6615 0.4241 -0.8857
O 4.9575 0.3816 -0.2143
H 0.9061 -4.3746 3.8837
H 2.2195 -4.7508 3.3474
O 1.4335 -5.1657 3.7308
H 5.1497 -3.9711 -1.1769
O 4.5760 -3.2180 -1.4590
H 1.9963 -1.4952 -5.2393
H 2.5769 -0.5833 -6.0416
O 2.6038 -0.8402 -5.0026
H 1.7961 -1.5452 3.5211
H -4.5302 -3.5536 3.7186
H -2.3955 1.6682 4.7246
H 3.7727 0.6718 3.9581
H -1.2978 -2.3560 0.1242
H 4.3426 -3.3521 -2.4019
O 5.0225 2.5546 -1.9724
H 4.1721 2.9740 -1.7688
H 5.5878 3.2936 -1.9248
O -2.0339 3.5533 0.0938
H -1.2345 3.9449 0.6116
H -2.3014 3.1879 0.9263
O 3.0192 5.5674 0.3078
H 3.4320 4.7434 0.2886
H 3.4392 5.9742 -0.4542
O -4.7936 0.6542 -1.6725
H -5.3152 0.3428 -0.9392
H -4.1702 0.0377 -2.0502
O 0.6062 0.3415 -3.8148
H 1.3852 0.0715 -3.3687
H 0.2715 1.0336 -3.2487
O -3.9343 3.3200 -2.4868
H -3.7672 3.2669 -1.5408
H -4.3311 2.4752 -2.5705
O -2.5377 -1.5643 -1.2280
H -2.4897 -1.7579 -2.1584
H -2.5694 -0.7753 -0.7299
*
```